14 unconnected molecules or ions with the total composition C34H102N18O14 in a non-equilibrium geometry, computed with wB97M-V/def2-TZVPD.

Properties
**Lowest unoccupied orbital energy**: 0.00117 Eh
**E**: -3395.51091 a.u.
**Frontier orbital gap**: 8.784 eV

The geometry in XYZ format:
```
168
Properties=species:S:1:pos:R:3:lowdin_charge:R:1
C 3.564 -7.678 2.008 -0.060
C 2.595 -7.026 2.990 -0.478
C 2.165 -5.682 2.650 -0.182
O 3.281 -4.737 2.823 -0.145
C 2.935 -3.470 2.375 -0.157
N 1.488 -7.943 2.960 0.038
H 4.555 -7.234 1.917 0.075
H 3.177 -7.796 0.996 0.081
H 3.749 -8.631 2.504 0.077
H 3.063 -6.992 3.974 0.149
H 1.336 -5.350 3.276 0.108
H 1.858 -5.607 1.607 0.133
H 3.837 -2.865 2.287 0.068
H 2.324 -2.864 3.045 0.062
H 2.400 -3.258 1.449 0.067
H 1.113 -8.151 2.046 0.078
H 0.720 -7.475 3.419 0.047
C -5.429 7.073 -3.881 -0.055
C -4.756 6.446 -2.603 -0.435
C -3.197 6.295 -2.482 -0.144
O -2.804 5.134 -3.271 -0.209
C -1.510 4.595 -2.994 -0.124
N -5.167 7.261 -1.528 0.003
H -6.485 7.322 -3.777 0.070
H -5.305 6.340 -4.678 0.066
H -4.844 7.956 -4.138 0.072
H -5.243 5.479 -2.481 0.118
H -2.997 6.164 -1.418 0.112
H -2.585 7.132 -2.816 0.123
H -1.457 3.635 -3.506 0.083
H -1.185 4.572 -1.954 0.084
H -0.730 5.161 -3.505 0.059
H -4.687 8.149 -1.567 0.081
H -6.172 7.358 -1.533 0.076
C -0.272 -3.653 -2.774 -0.017
C -0.786 -2.225 -3.217 -0.432
C -1.808 -2.420 -4.236 -0.219
O -2.505 -1.217 -4.358 -0.212
C -3.536 -1.136 -5.295 -0.110
N -1.142 -1.536 -2.019 0.047
H 0.462 -3.340 -2.032 0.061
H 0.312 -4.067 -3.596 0.080
H -0.913 -4.325 -2.203 0.084
H -0.010 -1.598 -3.655 0.124
H -2.456 -3.244 -3.939 0.135
H -1.274 -2.604 -5.168 0.142
H -4.419 -1.650 -4.915 0.092
H -3.344 -1.389 -6.337 0.096
H -3.943 -0.126 -5.236 0.073
H -1.264 -0.556 -2.230 0.056
H -0.458 -1.515 -1.276 0.059
C 2.356 -0.962 0.213 -0.054
C 1.230 0.025 0.637 -0.341
C 0.929 1.129 -0.512 -0.137
O 2.021 2.077 -0.629 -0.231
C 1.901 3.011 -1.798 -0.031
N 0.140 -0.875 0.945 0.056
H 2.116 -1.785 -0.461 0.076
H 2.708 -1.412 1.140 0.042
H 3.273 -0.589 -0.244 0.039
H 1.490 0.479 1.593 0.103
H -0.032 1.641 -0.454 0.082
H 0.957 0.565 -1.445 0.088
H 1.003 3.621 -1.702 0.071
H 1.917 2.458 -2.737 0.058
H 2.792 3.635 -1.734 0.088
H -0.708 -0.388 1.199 0.029
H 0.343 -1.327 1.825 0.042
C -2.189 -2.113 3.535 -0.039
C -1.040 -2.517 4.504 -0.438
C -1.041 -3.990 4.897 -0.204
O 0.050 -4.270 5.762 -0.167
C 0.128 -5.668 6.122 -0.094
N 0.219 -2.037 4.050 0.055
H -2.063 -2.365 2.482 0.070
H -2.198 -1.023 3.521 0.055
H -3.173 -2.399 3.904 0.084
H -1.333 -1.982 5.408 0.127
H -0.938 -4.581 3.987 0.120
H -2.034 -4.242 5.269 0.128
H 0.992 -5.825 6.768 0.087
H 0.346 -6.384 5.330 0.057
H -0.676 -6.170 6.659 0.086
H 0.287 -1.032 3.967 0.046
H 0.867 -2.354 4.757 0.064
C -5.837 1.848 1.514 -0.057
C -5.253 2.952 2.411 -0.404
C -3.713 3.128 2.177 -0.181
O -3.104 1.940 2.594 -0.188
C -1.765 1.808 2.256 -0.116
N -6.097 4.088 2.150 0.032
H -5.758 2.232 0.498 0.063
H -6.881 1.635 1.745 0.084
H -5.290 0.905 1.523 0.045
H -5.295 2.586 3.437 0.136
H -3.374 3.910 2.855 0.127
H -3.346 3.402 1.188 0.112
H -1.116 2.595 2.642 0.086
H -1.640 1.750 1.175 0.068
H -1.359 0.888 2.675 0.067
H -5.735 4.508 1.305 0.061
H -7.010 3.814 1.816 0.062
C 0.422 4.902 -6.349 -0.069
C 1.326 4.165 -5.314 -0.267
O 1.442 2.760 -5.697 -0.112
H 1.005 4.863 -7.270 0.073
H 0.282 5.949 -6.080 0.073
H -0.566 4.465 -6.493 0.074
H 0.957 4.276 -4.294 0.065
H 2.358 4.516 -5.322 0.115
H 0.524 2.480 -5.685 0.076
C 6.481 -3.823 -1.152 -0.082
C 5.817 -2.869 -2.108 -0.317
O 5.473 -1.749 -1.322 -0.120
H 7.399 -3.448 -0.701 0.077
H 6.849 -4.681 -1.714 0.075
H 5.778 -4.117 -0.373 0.081
H 4.939 -3.372 -2.514 0.107
H 6.354 -2.471 -2.969 0.110
H 4.993 -1.100 -1.842 0.056
C 3.064 -0.570 -4.153 -0.868
O 3.223 -1.290 -3.189 0.031
N 4.029 -0.483 -4.926 0.194
N 2.138 0.236 -4.349 0.216
H 4.035 0.054 -5.782 0.132
H 4.819 -1.010 -4.583 0.130
H 1.432 0.303 -3.629 0.109
H 2.235 0.920 -5.086 0.093
C 2.089 4.230 2.879 -0.775
O 2.217 5.405 3.229 0.002
N 1.522 3.319 3.647 0.168
N 2.732 3.692 1.905 0.175
H 1.490 2.319 3.507 0.057
H 1.066 3.758 4.434 0.116
H 2.306 2.886 1.470 0.078
H 3.450 4.186 1.395 0.122
C -4.138 -1.637 0.125 -0.745
O -5.153 -1.858 0.745 0.024
N -3.671 -2.264 -0.969 0.158
N -3.458 -0.530 0.360 0.183
H -4.186 -3.019 -1.398 0.100
H -2.788 -2.136 -1.443 0.030
H -3.757 0.098 1.092 0.073
H -2.654 -0.368 -0.229 0.070
C 2.480 0.042 5.056 -0.745
O 1.920 0.476 4.090 0.025
N 3.778 -0.075 5.298 0.185
N 1.871 -0.349 6.149 0.155
H 4.384 0.184 4.533 0.057
H 4.182 -0.510 6.115 0.116
H 0.868 -0.228 6.133 0.114
H 2.336 -0.725 6.963 0.117
C -3.220 1.829 -2.145 -0.749
O -2.042 1.725 -1.653 -0.046
N -4.096 2.758 -1.853 0.193
N -3.736 0.994 -2.884 0.211
H -5.045 2.577 -2.147 0.118
H -3.811 3.396 -1.124 0.107
H -4.729 1.040 -3.061 0.136
H -3.242 0.137 -3.086 0.091
C 5.580 -0.237 2.201 -0.744
O 5.763 0.048 3.352 0.032
N 5.005 0.469 1.265 0.191
N 5.971 -1.391 1.657 0.170
H 4.857 0.060 0.353 0.074
H 4.676 1.408 1.440 0.114
H 6.334 -2.021 2.357 0.118
H 5.726 -1.648 0.711 0.063
```



18 unconnected molecules or ions with the total composition C34H19BrCl70FNO5S in a non-equilibrium geometry, computed with wB97M-V/def2-TZVPD.

Properties
**Lowest unoccupied orbital energy**: -0.02595 Eh
**E**: -37023.11464 a.u.
**Frontier orbital gap**: 8.753 eV

The geometry in XYZ format:
```
132
Properties=species:S:1:pos:R:3:lowdin_charge:R:1
C 1.257 -0.434 0.878 -0.181
C 0.172 0.667 0.480 -0.675
Cl 0.408 2.234 1.362 0.589
C -1.305 0.087 0.531 -0.158
C -2.239 0.732 1.606 -0.155
C -3.477 1.358 1.098 -0.195
O -3.806 1.424 -0.250 -0.025
C -4.370 1.917 2.082 0.022
C -4.052 1.915 3.529 -0.014
C -2.849 1.319 4.054 -0.170
C -2.569 1.351 5.581 -0.116
C -3.694 0.468 6.291 -0.152
F -3.020 -0.490 7.092 -0.088
C -1.953 0.702 3.051 -0.454
Br -0.334 -0.136 3.746 0.793
C -5.267 2.621 4.217 -0.352
O -5.313 3.287 5.201 0.156
N -6.334 2.287 3.276 -0.010
C -6.786 0.898 3.442 -0.156
C -8.090 0.529 2.641 -0.143
C -7.808 -0.328 1.338 -0.218
C -7.221 -1.750 1.647 -0.297
S -6.519 -2.590 0.165 0.378
O -7.586 -2.894 -0.782 -0.346
O -5.859 -3.812 0.630 -0.433
Cl -5.095 -1.339 -0.693 0.419
C -5.761 2.612 1.967 -0.350
O -6.270 3.235 1.093 0.135
H 1.907 -0.099 1.725 0.053
H 1.901 -0.699 -0.007 0.028
H 0.735 -1.390 1.151 0.023
H 0.381 0.884 -0.602 0.093
H -1.770 0.244 -0.476 0.112
H -1.344 -1.024 0.711 0.127
H -3.674 2.366 -0.484 0.119
H -2.758 2.408 5.923 0.124
H -1.537 1.051 5.868 0.078
H -4.344 1.124 6.913 0.122
H -4.248 -0.081 5.489 0.072
H -6.011 0.119 3.207 0.102
H -7.025 0.772 4.537 0.143
H -8.689 1.432 2.381 0.124
H -8.709 -0.130 3.313 0.119
H -7.185 0.243 0.598 0.099
H -8.806 -0.496 0.843 0.123
H -8.048 -2.427 1.997 0.106
H -6.453 -1.746 2.455 0.028
C 2.078 -2.692 6.318 -1.985
Cl 2.647 -1.869 7.780 0.525
Cl 3.022 -4.175 6.071 0.453
Cl 0.365 -3.104 6.500 0.544
Cl 2.282 -1.618 4.916 0.439
C 4.520 -2.400 -2.016 -1.993
Cl 3.918 -4.003 -2.485 0.516
Cl 3.367 -1.161 -2.541 0.514
Cl 4.706 -2.325 -0.255 0.502
Cl 6.091 -2.114 -2.787 0.464
C -4.867 -4.229 4.069 -1.993
Cl -3.769 -5.127 3.012 0.538
Cl -4.377 -2.520 4.113 0.556
Cl -6.522 -4.355 3.447 0.591
Cl -4.796 -4.904 5.706 0.539
C 1.492 -4.974 1.665 -1.993
Cl 2.058 -4.145 3.128 0.491
Cl 2.435 -6.453 1.425 0.513
Cl -0.222 -5.388 1.848 0.527
Cl 1.698 -3.917 0.258 0.523
C 3.400 0.542 -6.285 -2.007
Cl 4.249 -0.980 -5.978 0.470
Cl 2.887 0.592 -7.980 0.488
Cl 1.975 0.651 -5.233 0.513
Cl 4.486 1.904 -5.951 0.517
C -4.653 6.638 1.075 -2.019
Cl -4.781 5.982 2.717 0.550
Cl -3.885 8.232 1.138 0.498
Cl -3.669 5.547 0.078 0.526
Cl -6.270 6.786 0.369 0.542
C -2.941 11.165 3.974 -2.038
Cl -2.624 11.470 2.255 0.507
Cl -3.706 9.579 4.159 0.494
Cl -1.412 11.193 4.869 0.520
Cl -4.019 12.421 4.607 0.521
C 8.495 -1.353 -6.294 -2.002
Cl 7.893 -2.955 -6.755 0.497
Cl 7.355 -0.117 -6.843 0.513
Cl 8.659 -1.273 -4.530 0.510
Cl 10.080 -1.069 -7.046 0.507
C 2.261 -3.906 -8.094 -2.028
Cl 1.671 -5.503 -8.588 0.528
Cl 1.120 -2.661 -8.629 0.491
Cl 2.406 -3.845 -6.330 0.501
Cl 3.848 -3.608 -8.827 0.503
C 1.323 4.264 -8.999 -2.016
Cl 2.502 4.012 -10.299 0.526
Cl 1.143 5.999 -8.692 0.510
Cl -0.242 3.584 -9.482 0.512
Cl 1.889 3.455 -7.528 0.486
C 7.816 -4.855 0.512 -2.017
Cl 8.375 -4.003 1.963 0.515
Cl 8.778 -6.326 0.283 0.527
Cl 6.112 -5.294 0.703 0.481
Cl 8.006 -3.795 -0.900 0.497
C -2.015 8.311 -9.735 -2.047
Cl -1.393 7.479 -11.171 0.509
Cl -3.476 9.217 -10.164 0.520
Cl -2.404 7.119 -8.484 0.505
Cl -0.784 9.429 -9.121 0.512
C 8.887 -3.722 -10.816 -2.020
Cl 9.437 -2.865 -9.366 0.462
Cl 9.827 -5.212 -11.016 0.524
Cl 7.168 -4.126 -10.646 0.507
Cl 9.112 -2.687 -12.237 0.524
C -1.220 -1.281 -11.929 -2.040
Cl -0.402 -2.832 -11.680 0.501
Cl -2.849 -1.354 -11.236 0.522
Cl -0.297 0.008 -11.133 0.497
Cl -1.331 -0.942 -13.665 0.522
C 4.476 1.668 7.279 -2.028
Cl 5.556 0.694 6.265 0.520
Cl 5.027 3.352 7.282 0.527
Cl 2.828 1.587 6.632 0.500
Cl 4.495 1.037 8.937 0.469
C 5.732 -7.478 4.393 -2.008
Cl 5.823 -8.921 5.417 0.533
Cl 5.134 -7.929 2.790 0.491
Cl 4.626 -6.297 5.126 0.474
Cl 7.343 -6.757 4.242 0.519
C 3.564 0.589 12.729 -2.040
Cl 4.649 -0.386 11.721 0.489
Cl 4.114 2.273 12.729 0.520
Cl 1.919 0.504 12.076 0.520
Cl 3.576 -0.038 14.386 0.524
```